Record 1
11
Properties=species:S:1:pos:R:3:forces:R:3:mulliken_charge:R:1 method="wB97M-V/def2-TZVPD" de_lowest_kj_mol=409.86 mol_weight_g_mol=152.269 orbital_gap_ev="7.280 / 7.207" charge=0 energy_ev=-37620.176
C 0.84863 -1.06994 -1.20453 -0.7 -1.5 -2.0 -0.02
C -0.92620 -0.78468 0.86613 -1.2 1.2 -0.8 -0.45
N 1.35598 0.01971 -0.85362 0.8 -1.0 -3.2 -0.16
N 1.20774 0.72877 0.15056 -0.7 -0.1 2.9 -0.15
S -0.66171 -1.78476 -0.45572 0.4 0.0 -0.3 -0.10
S -2.19142 0.42804 0.97620 0.3 -1.0 -0.5 -0.09
S 0.95942 2.35291 -0.05847 0.3 0.7 1.4 -0.09
H 1.10121 -1.63596 -2.19601 0.0 1.2 2.2 0.26
H -0.29536 -0.76158 1.66704 1.6 -0.3 1.9 0.48
H -2.64852 -0.04447 -0.18983 -0.6 0.5 -0.1 0.15
H 1.25023 2.55196 1.29825 -0.4 0.2 -1.4 0.18

---

Record 2
17
Properties=species:S:1:pos:R:3:forces:R:3:mulliken_charge:R:1 method="wB97M-V/def2-TZVPD" de_lowest_kj_mol=812.58 mol_weight_g_mol=93.126 orbital_gap_ev=3.366 charge=0 energy_ev=-8866.068
C 0.31300 0.14113 0.15943 1.4 1.2 1.3 -0.58
O 1.06688 -0.96181 0.65971 -0.4 0.1 -1.4 -0.50
C -0.28810 -0.08653 -1.17544 3.1 -4.4 -0.2 0.46
C -1.04531 -1.37367 -1.22821 0.2 -0.2 -1.4 -1.26
N -2.21871 1.34729 -0.77806 -0.6 -2.4 1.8 -0.56
H -0.48686 0.31984 0.81508 -1.2 0.4 1.2 0.32
H 0.94897 1.03828 0.15252 -0.2 -0.2 0.1 0.39
H 1.79121 -0.53232 1.21210 -0.3 0.6 0.1 0.43
H 0.35483 0.21057 -2.00134 -0.6 0.1 -0.4 0.43
H -0.59408 -2.11336 -0.60087 0.9 -0.2 0.7 0.34
H -1.15519 -1.85095 -2.19323 0.1 0.3 -0.5 0.32
H -2.02095 -1.32067 -0.82852 -1.2 0.4 0.6 0.38
H -3.09228 0.76457 -0.71304 1.8 0.1 -0.7 0.20
H -1.18954 0.72754 -1.07695 -4.2 3.7 0.4 0.09
H -2.51231 2.28467 -0.94638 1.0 0.9 -1.2 0.20
H 2.44328 1.43192 2.63888 -0.1 0.7 0.6 0.21
O 2.33574 0.64071 2.13912 0.2 -1.1 -1.0 -0.86

---

Record 3
15
Properties=species:S:1:pos:R:3:forces:R:3:mulliken_charge:R:1 method="wB97M-V/def2-TZVPD" de_lowest_kj_mol=303.97 mol_weight_g_mol=113.116 orbital_gap_ev=9.403 charge=0 smiles="[H]/N=C(/C=O)[C@H](O)C=C" energy_ev=-10880.467
C -0.45223 -0.28564 -0.92111 0.6 0.1 4.0 0.13
C 0.77509 0.34630 -0.30382 4.0 0.4 -3.2 0.36
C 0.80739 1.86800 -0.25183 -1.7 -0.4 1.3 -0.02
C -0.91244 -0.80989 0.56197 -1.7 -1.8 -1.4 -0.20
C -0.32543 -1.37664 1.62197 0.3 1.2 -0.3 -0.71
O -1.42619 0.53765 -1.47412 0.1 0.2 0.2 -0.55
N 1.97698 -0.19465 -0.25288 -2.5 0.8 -0.4 -0.76
O -0.17034 2.49494 0.11149 0.9 0.0 -0.5 -0.52
H -1.56970 1.29985 -0.87694 0.1 -0.4 -0.3 0.38
H -0.19675 -1.09816 -1.60441 -0.2 0.0 0.2 0.34
H 1.96910 -1.09369 -0.75072 -0.1 -0.2 0.7 0.26
H 1.72692 2.32309 -0.65120 0.0 0.1 0.2 0.38
H -1.99755 -0.92318 0.53147 0.0 0.1 0.0 0.29
H 0.72207 -1.23932 1.86630 0.2 -0.4 -0.3 0.34
H -0.92692 -1.84863 2.39382 -0.1 0.2 -0.1 0.26

---

Record 4
16
Properties=species:S:1:pos:R:3:forces:R:3:mulliken_charge:R:1 method="wB97M-V/def2-TZVPD" de_lowest_kj_mol=316.84 mol_weight_g_mol=132.184 orbital_gap_ev=8.843 charge=0 smiles="O=C[C@@H]1OCCCS1" energy_ev=-20241.644
C 0.59046 1.53204 0.80019 2.2 3.1 -0.9 0.04
C -0.73972 1.27738 0.28612 -4.0 0.3 -1.2 0.01
C -0.60630 -1.05254 0.78513 -4.8 -1.0 -0.1 -0.38
C 0.62969 -1.05015 -0.08960 2.6 -0.6 -0.1 -0.59
C 0.40612 -0.36157 -1.50885 -4.9 -2.3 1.5 -0.71
H 0.69042 1.46099 1.97039 0.5 -0.1 -2.0 0.29
H -1.52637 2.08732 0.38031 1.6 0.1 0.3 0.39
H -0.78029 -1.52726 1.83399 1.5 0.9 -1.7 0.32
H -1.36942 -1.68485 0.16483 1.3 0.9 0.9 0.22
H 0.82386 -2.11149 -0.43154 -0.3 0.9 0.9 0.35
H 1.67572 -0.76845 0.43174 -2.5 -0.1 -1.1 0.22
H 1.28116 0.02421 -1.83796 2.7 0.5 -1.6 0.46
H -0.25126 -1.12793 -2.14191 2.3 1.4 0.9 0.38
O 1.37235 2.01917 -0.03741 -0.4 -1.2 3.4 -0.47
O -1.41442 0.24725 0.89335 1.8 -2.5 1.2 -0.41
S -0.78200 1.03588 -1.49881 0.3 0.0 -0.2 -0.12

---

Record 5
33
Properties=species:S:1:pos:R:3:forces:R:3:mulliken_charge:R:1 method="wB97M-V/def2-TZVPD" de_lowest_kj_mol=330.97 mol_weight_g_mol=217.338 orbital_gap_ev=9.484 charge=0 smiles="NCCCC[C@@H](N)C(=O)N1CCSC1" energy_ev=-26989.038
C 3.55276 -0.87269 0.58296 -0.7 0.6 -0.6 -0.40
C 3.07227 -0.06475 -0.85406 3.7 -1.3 2.0 -1.20
C 1.62432 0.28935 -0.64470 -0.5 -1.9 -1.1 0.09
C 1.42547 1.25126 0.55049 -0.5 2.9 -0.5 -0.75
C 0.04730 2.01678 0.25427 0.4 1.0 1.5 0.08
C -1.09327 0.94942 0.93554 -0.4 -0.6 -0.3 0.28
C -3.28378 -0.26750 0.75929 1.4 1.5 0.4 -0.70
C -2.79695 -1.79113 0.49536 -1.4 1.0 1.0 -0.46
C -1.90376 0.00334 -1.15960 2.3 6.1 -1.8 -0.10
H 4.83959 -2.09334 -0.39797 0.7 1.0 2.1 0.24
H 5.31024 -1.93694 1.30938 -1.3 1.0 -2.0 0.25
H 2.66063 -1.58989 0.91553 1.8 1.2 -0.8 0.18
H 3.73574 -0.15243 1.39716 -1.0 0.1 -0.3 0.29
H 3.72805 -0.49863 -1.79852 -2.8 0.3 2.0 0.38
H 3.54488 0.91429 -0.83024 0.5 0.1 0.3 0.29
H 1.01454 -0.64162 -0.41099 0.6 1.0 -0.4 0.00
H 1.27669 0.62828 -1.67598 0.6 -0.5 1.6 0.37
H 2.21630 2.06768 0.80429 -0.9 -1.5 -1.3 0.33
H 1.32348 0.76952 1.50799 -0.2 -0.7 0.1 0.48
H -0.09396 3.04059 0.84587 0.4 -2.5 -0.8 0.41
H 0.29270 1.56676 -1.75074 -0.9 3.5 0.8 0.24
H -0.79527 3.10944 -1.54573 3.4 -2.6 1.3 0.32
H -3.44315 0.16143 1.81716 0.7 -1.5 -1.4 0.32
H -4.26498 0.00862 0.26455 1.4 -0.6 -0.1 0.33
H -3.78817 -2.29271 0.24064 1.7 -0.1 0.4 0.37
H -2.22638 -2.25264 1.40336 -1.2 0.9 -1.9 0.30
H -0.89758 0.53875 -1.55284 -2.5 -1.8 0.7 -0.19
H -2.65050 0.33009 -1.89118 -0.2 -0.2 0.2 0.43
N 4.90505 -1.42370 0.44858 0.0 -2.6 -1.3 -0.59
N 0.16683 2.50954 -1.19715 -3.8 -0.8 -0.3 -0.60
N -2.14350 0.60487 0.12736 -3.0 -0.7 -0.2 -0.10
O -1.12888 0.44254 2.05772 1.8 2.0 -0.6 -0.63
S -1.69479 -1.63356 -1.01765 -0.1 -4.5 1.3 -0.24

---

Record 6
84
Properties=species:S:1:pos:R:3:forces:R:3:mulliken_charge:R:1 method="wB97M-V/def2-TZVPD" mol_weight_g_mol=736.393 orbital_gap_ev=8.573 charge=+1 energy_ev=-77810.626
C -4.21137 -1.62955 2.47740 -0.3 1.0 0.5 -0.99
C -4.13250 -1.29796 3.98641 -0.2 -1.6 -0.5 -0.29
O -2.81838 -0.96100 4.41734 -0.1 0.6 0.3 -0.28
C -2.58950 0.42107 4.53500 0.1 0.7 -0.3 -1.04
C -2.01300 1.04371 3.26160 -0.7 0.8 -0.1 -0.19
O -0.57623 0.97437 3.15526 0.4 -0.6 -0.3 -0.64
C -0.15212 -0.19905 2.50560 -0.5 -0.1 1.4 -0.59
N 0.05502 0.19466 1.04312 -0.5 -0.8 -0.3 1.08
C -0.36207 -0.97737 0.21449 -1.6 -1.1 -1.3 -1.39
O 0.44712 -1.19128 -0.91383 0.5 -0.1 0.7 -0.24
C 0.22432 -2.41279 -1.50608 -0.3 -1.4 -1.1 0.80
C 1.39903 -2.93817 -2.31071 0.5 1.2 -0.1 -1.08
O -0.81758 -3.01887 -1.43442 0.7 1.1 0.7 -0.51
C 1.41380 0.76782 0.81523 1.1 -0.4 0.3 -1.20
C 1.61677 1.55717 -0.48095 -1.2 1.5 -1.3 1.07
F 2.17098 0.86362 -1.50355 0.2 -0.4 0.5 -0.29
F 2.51477 2.55707 -0.17358 0.3 -0.6 0.4 -0.42
C 0.37266 2.31008 -1.02619 0.3 -0.5 0.4 -2.35
C -0.54596 1.48887 -1.95204 -0.8 0.9 0.3 0.59
Si -1.29145 2.52962 -3.38087 0.3 0.1 0.0 0.00
C -2.49071 3.84912 -2.78079 0.0 0.0 -0.3 -1.21
C 0.16479 3.37396 -4.23472 -0.1 -0.2 -0.1 -1.21
C -2.08987 1.26005 -4.52724 0.4 0.9 0.7 0.52
C -3.45115 1.15195 -4.75597 0.3 -0.1 0.0 -0.24
C -3.88772 0.13824 -5.59432 -1.5 0.4 0.3 -0.54
C -3.02376 -0.74221 -6.17872 0.8 -1.1 -0.8 -0.40
C -1.65410 -0.63520 -5.97369 -0.1 0.1 0.2 -0.85
C -1.21692 0.37180 -5.14258 0.8 -0.1 0.0 -0.20
C 2.44363 -0.31161 1.19425 0.4 0.3 1.3 0.07
B 3.98248 0.02215 0.87715 -0.2 0.0 -1.1 0.91
O 4.67162 0.92075 1.61738 -0.1 -0.3 -0.2 -0.54
O 4.58247 -0.61598 -0.19776 0.1 -0.1 0.8 -0.46
C 4.78456 -2.01162 0.02626 0.4 -1.3 -0.6 0.12
C 5.67074 -2.64935 -1.06628 -0.3 -0.2 0.1 -1.24
N 2.39924 -0.43491 2.68107 -0.7 0.2 -0.5 -0.31
C 1.09906 -0.84904 3.17486 -0.4 0.9 0.5 -0.42
I 1.05588 -3.02141 3.08150 -0.3 0.3 -0.2 0.16
P 1.16331 -0.46624 5.02897 2.7 -2.2 1.7 0.69
N 2.43789 -1.19749 5.53723 -0.3 0.4 -0.2 -0.86
O -0.12347 -1.08114 5.77775 -0.4 1.6 -0.9 -0.44
O 1.37516 1.10616 5.31494 -1.3 -0.1 -1.1 -0.48
H -3.32297 -2.16985 2.13699 -0.2 -0.1 0.1 0.15
H -5.12450 -2.21030 2.30820 0.3 0.0 -0.1 0.45
H -4.32963 -0.69307 1.91316 0.2 -0.3 -0.1 0.26
H -4.38959 -2.23029 4.50818 0.2 0.3 0.1 0.31
H -4.90141 -0.56871 4.27017 0.4 0.2 0.0 0.33
H -1.89781 0.66257 5.35217 -0.1 -0.5 -0.1 0.37
H -3.50897 0.98267 4.77017 0.0 -0.3 -0.1 0.49
H -2.27056 2.11091 3.23574 0.3 -0.2 0.2 0.46
H -2.50799 0.61308 2.37319 0.3 -0.1 0.2 0.11
H -0.99765 -0.89409 2.59682 0.4 -0.2 -0.6 1.20
H -0.65603 0.92174 0.91647 0.3 0.1 -0.2 0.81
H -1.39126 -0.79421 -0.13169 0.2 0.2 0.3 0.32
H -0.43085 -1.91822 0.77437 0.4 0.5 0.4 0.75
H 1.09589 -3.04932 -3.35657 -0.1 -0.3 0.3 0.36
H 1.76682 -3.88441 -1.90749 -0.4 0.0 0.0 0.35
H 2.23876 -2.22943 -2.31578 -0.2 -0.1 0.2 0.20
H 1.51929 1.52416 1.60689 -0.2 0.0 -0.3 0.92
H 0.76650 3.20683 -1.51885 0.1 -0.3 0.0 0.74
H -0.15716 2.69113 -0.13499 -0.1 0.0 -0.3 0.25
H -0.07223 0.63278 -2.43494 0.1 0.1 0.3 0.07
H -1.42248 1.16720 -1.36151 0.2 -0.4 -0.3 0.16
H -3.21363 3.47712 -2.04568 0.1 0.2 -0.1 0.38
H -3.03287 4.21123 -3.66834 0.0 -0.1 0.3 0.33
H -1.97984 4.73702 -2.38595 0.0 -0.3 0.1 0.37
H -0.14272 3.71614 -5.23099 0.1 0.0 0.2 0.40
H 0.98879 2.65787 -4.36352 -0.1 0.2 0.0 0.37
H 0.55283 4.23811 -3.68256 -0.1 -0.1 -0.1 0.37
H -4.15372 1.82997 -4.27763 0.0 -0.1 -0.1 0.37
H -4.95989 0.03479 -5.75268 0.2 -0.1 -0.1 0.36
H -3.36137 -1.55756 -6.81450 -0.3 0.2 0.1 0.38
H -0.93310 -1.32180 -6.40623 -0.2 0.0 -0.1 0.41
H -0.14223 0.45467 -4.96308 -0.2 0.1 0.0 0.28
H 2.22862 -1.31370 0.80869 -0.2 0.3 -0.3 -0.24
H 5.58643 0.87778 1.29891 0.0 0.4 0.2 0.34
H 5.26099 -2.22031 0.99500 -0.1 0.5 -0.1 0.34
H 3.84298 -2.58975 0.02613 0.0 0.5 0.1 0.02
H 6.22785 -1.90470 -1.64042 0.0 -0.1 0.3 0.33
H 6.35536 -3.36120 -0.59112 0.0 0.3 -0.2 0.36
H 5.08083 -3.24606 -1.77295 0.0 0.3 0.1 0.25
H 2.66070 0.47292 3.06209 0.2 -0.2 0.2 0.44
H 2.20016 -1.87553 6.25242 0.4 -0.2 -0.1 0.23
H 0.00500 -0.89815 6.72323 -0.2 -0.2 0.0 0.37
H 2.29998 1.32745 5.13090 0.1 -0.1 0.5 0.39